A 22-piece molecular cluster, C11H66NO21 overall in a non-equilibrium geometry. Source: the Open Molecules 2025 dataset; level of theory: ωB97M-V/def2-TZVPD.

Geometry (Å):
C1 -1.6790 3.9006 -0.6699
C2 -0.8153 2.8230 -1.1297
C3 -0.6073 1.7701 0.0206
C4 0.5645 0.6683 -0.2828
N1 0.8019 -0.3907 0.8183
C5 -0.4477 -1.1013 1.0817
C6 -0.8420 -0.7644 2.4398
C7 0.4579 -0.4545 3.2394
C8 1.1924 0.1924 2.0612
C9 1.8351 -1.2650 0.3355
C10 1.5674 -2.0072 -1.0179
C11 2.2765 -3.3577 -1.2812
H1 -1.0714 4.4728 0.0745
H2 -2.7072 3.7622 -0.2127
H3 -1.8296 4.7268 -1.4670
H4 0.3248 3.2285 -1.1758
H5 -1.3425 2.2864 -2.0445
H6 -1.6675 1.1919 -0.1351
H7 -0.3625 2.3413 0.8709
H8 1.4778 1.3450 -0.3992
H9 0.1548 0.1803 -1.1761
H10 -0.5128 -2.1749 0.8972
H11 -1.3106 -0.8969 0.3516
H12 -1.3265 -1.4285 3.0505
H13 -1.4772 0.2096 2.4955
H14 1.0214 -1.3679 3.7576
H15 0.2396 0.3428 4.1033
H16 2.1537 0.3196 2.2246
H17 0.8143 1.3503 2.2696
H18 1.9997 -2.1732 1.1660
H19 2.9011 -0.9196 0.4411
H20 1.9025 -1.2567 -1.7960
H21 0.5574 -2.2483 -1.3968
H22 1.8005 -4.0083 -0.6093
H23 3.3166 -3.4564 -1.1921
H24 2.1429 -3.8837 -2.1339
O1 4.6310 0.7703 -1.4719
H25 4.5965 -0.0268 -1.9584
H26 3.9858 1.4475 -1.8514
O2 -4.2597 -1.7553 1.4377
H27 -4.2626 -2.0818 0.4587
H28 -3.6942 -2.3420 2.0457
O3 4.4675 -1.4441 -3.2804
H29 5.1713 -1.2035 -3.6795
H30 4.0552 -1.0889 -4.1058
O4 2.8869 2.9492 -2.5252
H31 2.2949 2.2692 -2.7616
H32 3.5341 2.7893 -3.2516
O5 2.9086 -3.3275 -5.0862
H33 3.2468 -2.8964 -4.2363
H34 2.7398 -2.4334 -5.6386
O6 -3.3640 2.1635 2.1082
H35 -2.7366 2.6384 2.7355
H36 -3.8919 2.9881 1.8193
O7 -3.0153 -3.6402 2.8195
H37 -3.6327 -3.8558 3.5802
H38 -2.9915 -4.3442 2.1586
O8 -4.4810 1.2722 -0.4301
H39 -5.0645 0.5005 -0.3157
H40 -4.2034 1.4766 0.4990
O9 1.0576 -0.5814 6.9520
H41 0.9499 -0.3456 7.8299
H42 1.8920 -0.3134 6.4522
O10 0.5406 -4.5810 -4.3920
H43 0.7371 -5.5291 -4.4254
H44 1.5077 -4.3159 -4.4709
O11 4.3564 -1.8263 2.7192
H45 5.3003 -2.1981 2.5620
H46 3.9132 -2.7059 3.0886
O12 -0.2562 -4.2781 3.5694
H47 -0.0461 -3.6212 4.1920
H48 -1.1822 -3.9119 3.1293
O13 -3.5710 1.4805 -3.1021
H49 -3.8694 0.5798 -3.5302
H50 -3.8388 1.4259 -2.1091
O14 -0.6319 -2.5131 5.9227
H51 -0.8203 -2.9971 6.8034
H52 -0.0946 -1.8878 6.0566
O15 -4.0832 4.2334 -2.8030
H53 -3.7239 3.3301 -2.7042
H54 -5.0443 4.1856 -2.8955
O16 1.7319 0.6100 -3.6417
H55 2.3775 0.6410 -4.3787
H56 0.8466 0.5627 -3.9481
O17 -1.6074 -4.0542 -0.7503
H57 -2.0873 -3.5745 -1.3752
H58 -1.0212 -4.5874 -1.1013
O18 -1.8059 7.1186 0.2773
H59 -2.0155 6.7428 1.1789
H60 -2.5629 7.1776 -0.1586
O19 0.4649 6.6863 -2.0275
H61 -0.1716 6.4032 -2.6943
H62 -0.1983 6.8042 -1.1884
O20 2.9139 -4.1317 3.5652
H63 3.3815 -4.9165 3.6796
H64 2.0217 -4.1252 3.2501
O21 -1.7086 5.6862 -4.0214
H65 -2.3943 5.3045 -3.4474
H66 -1.6828 5.2420 -4.7113

As for the orbital gap: 0.32828 hartree. Its total energy is -2092.92406 hartree. The charge is +1. The value obtained for the HOMO energy is -11.70 eV. For the energy above the lowest of the compared OMol25 structures with the same formula, charge and spin, the calculation gives 1.869 eV.

Results of the Mulliken charge analysis, in e, for atoms 1 through 4: atom 1 (C): -0.878, atom 2 (C): 0.284, atom 3 (C): 0.180, atom 4 (C): -1.015